Record 1
Computed, not measured: a cluster of 8 separate species, C36H78F4N8O14S4 in total in a non-equilibrium geometry, with ωB97M-V with the def2-TZVPD basis set.

Each line ends with the Löwdin charge.
Geometry (Å):
H  11.541  -21.253  19.576  0.1820
C  25.873  -16.259  13.188  0.0201
H  25.436  -16.060  15.879  0.1418
C  10.045  -18.863  4.351  0.0035
H  19.161  -9.521  18.868  0.1102
H  24.121  -14.226  11.204  0.0920
H  4.100  -10.285  18.588  0.1054
O  26.333  -13.263  12.429  0.1662
C  10.068  -18.698  20.446  0.0268
H  16.606  -3.859  8.085  0.1809
H  8.287  -16.899  3.149  0.1049
H  26.255  -17.169  13.649  0.1195
H  27.926  -15.691  14.976  0.1021
H  10.144  -17.728  20.938  0.1102
H  15.688  -6.528  9.239  0.1118
H  10.586  -20.445  18.582  0.1570
H  24.283  -11.397  13.886  0.0881
O  18.585  -5.439  9.215  0.1467
H  19.975  -5.115  7.101  0.1124
H  7.130  -10.267  18.930  0.1330
H  5.671  -9.039  13.388  0.1057
N  13.283  -5.381  19.180  -0.3089
O  14.766  -4.538  17.203  -0.3176
H  15.377  -10.081  18.826  0.1757
N  25.486  -13.764  13.352  0.1268
O  17.889  -9.824  20.841  0.1414
H  4.846  -11.602  19.463  0.1027
H  6.818  -12.820  18.771  0.0996
C  18.102  -5.232  8.087  -0.3469
H  6.909  -17.143  4.261  0.0792
F  12.905  -4.945  21.416  -0.2504
H  5.876  -13.524  17.487  0.0901
N  9.293  -16.904  5.686  0.1555
O  4.218  -11.992  15.632  0.1514
C  4.586  -11.253  18.464  -0.0293
F  12.853  -5.679  16.581  -0.2502
C  25.170  -15.155  15.334  -0.1323
F  13.755  -13.999  17.079  -0.2756
C  18.128  -9.503  18.519  0.0295
H  4.531  -10.335  13.424  0.0885
C  6.747  -10.118  17.921  -0.0976
H  8.647  -10.493  16.605  0.1116
H  7.468  -12.836  17.096  0.0801
H  6.174  -9.191  17.910  0.1203
C  12.494  -20.411  17.898  0.0561
H  6.909  -15.504  5.814  0.0824
S  14.643  -12.119  14.005  0.5567
H  12.204  -21.278  17.303  0.1063
H  22.480  -13.687  11.620  0.1005
O  11.372  -3.836  19.946  -0.3009
H  14.936  -4.837  9.173  0.1034
H  24.524  -11.576  12.282  0.0862
C  15.834  -5.448  9.263  0.0558
H  13.951  -9.779  20.679  0.1089
H  15.147  -11.129  21.055  0.1065
C  11.428  -19.186  20.025  -0.3333
O  15.065  -14.722  15.238  -0.3283
H  8.701  -17.968  8.307  0.1278
H  3.817  -12.002  18.274  0.0915
H  9.753  -19.712  3.733  0.1080
H  28.045  -14.849  13.427  0.0820
H  7.512  -19.790  5.331  0.1391
O  12.514  -3.398  17.376  -0.2983
C  6.082  -10.480  14.978  -0.4317
H  16.102  -5.193  7.235  0.1749
H  6.462  -17.792  6.300  0.1101
C  5.788  -11.333  17.524  -0.4071
S  13.958  -13.740  15.452  0.4337
H  9.271  -18.691  19.702  0.0937
C  26.011  -14.998  14.064  -0.4321
C  17.301  -9.662  19.758  -0.3342
H  7.780  -9.032  14.870  0.1379
H  8.862  -19.538  6.567  0.1222
C  23.378  -14.176  11.999  0.0056
C  5.110  -9.677  14.071  -0.0096
C  7.840  -9.801  16.845  -0.1565
H  7.448  -18.393  3.194  0.1124
H  9.918  -14.615  7.569  0.0980
H  7.627  -11.956  14.902  0.0837
H  22.105  -13.910  14.299  0.1368
H  18.728  -5.824  6.156  0.1092
H  8.055  -14.365  6.124  0.1051
H  17.785  -8.614  17.991  0.1057
O  10.392  -16.156  5.147  0.1601
O  12.447  -18.925  20.649  0.1689
N  14.295  -12.308  15.657  -0.2719
H  23.219  -15.052  16.226  0.1244
C  23.935  -13.386  13.257  -0.3692
H  7.312  -11.180  13.328  0.1142
O  12.627  -14.038  14.916  -0.3168
C  8.101  -19.093  5.925  -0.0828
C  23.779  -11.846  13.030  -0.0035
H  10.609  -19.219  5.213  0.0898
H  4.335  -9.121  14.599  0.1011
H  10.751  -18.265  3.775  0.0868
H  6.552  -19.047  7.511  0.1362
O  15.790  -12.896  13.551  -0.3005
C  23.168  -13.839  14.528  -0.1319
C  9.699  -15.648  7.840  -0.0070
H  13.475  -20.545  18.353  0.1078
H  23.053  -15.200  12.188  0.0829
H  8.378  -8.970  17.301  0.1251
H  10.619  -16.227  7.765  0.0950
F  15.365  -10.731  14.133  -0.1966
N  15.776  -9.637  19.640  0.1121
C  6.577  -12.720  17.712  0.0356
H  23.100  -15.937  14.758  0.1148
C  18.912  -5.027  6.876  0.0200
C  7.051  -9.409  15.588  -0.1340
H  15.480  -8.672  19.603  0.1758
H  27.801  -13.905  14.944  0.0949
H  25.335  -14.272  15.953  0.1315
C  8.800  -18.080  4.919  -0.4206
H  26.335  -15.973  12.242  0.1022
H  6.930  -14.980  7.371  0.1187
H  22.735  -11.535  13.029  0.1105
C  7.636  -15.257  6.588  -0.0163
H  24.797  -16.365  13.051  0.0738
O  13.556  -11.880  13.028  -0.3005
H  9.760  -19.405  21.216  0.1148
H  15.363  -9.490  21.751  0.1096
O  13.816  -3.168  20.281  -0.3163
N  11.472  -20.385  19.064  0.0982
C  8.646  -16.313  6.941  -0.4288
N  5.272  -11.119  16.122  0.1710
N  16.630  -4.867  8.032  0.1166
H  12.487  -19.513  17.280  0.1116
C  7.156  -18.365  6.914  -0.1813
H  7.348  -17.115  8.611  0.1401
H  9.381  -15.784  8.874  0.1019
C  27.575  -14.828  14.410  0.0206
H  18.783  -4.049  6.412  0.1116
C  23.655  -15.127  15.230  -0.1718
H  16.266  -5.155  10.221  0.1036
H  6.469  -8.530  15.867  0.1249
C  14.979  -10.062  20.906  0.0554
C  6.857  -11.547  14.248  -0.0047
S  13.396  -4.555  17.639  0.6088
C  7.927  -17.442  7.748  -0.1589
S  12.785  -4.186  19.981  0.4357
H  23.351  -13.027  15.232  0.1175
H  17.797  -10.329  17.890  0.1011
H  6.302  -12.427  13.922  0.0973
C  7.808  -17.592  3.840  0.0187

Its gap between HOMO and LUMO is 2.1 eV. The LUMO energy comes out at -10.39 eV. The relative energy (zero: lowest compared OMol25 entry of this formula, charge and spin) is 0.000 eV. The molecular weight comes out at 1051.3 g mol⁻¹. As for the total charge: +4. Its electronic energy is -4900.14138 Eh. Its HOMO energy is -0.4579 hartree.


Record 2
Computed, not measured: a structure of composition C25H27GeNS4SbSiW, with ωB97M-V with the def2-TZVPD basis set.

Each line ends with the Löwdin charge.
Geometry (Å):
C  -3.904  2.652  -2.735  -0.1750
S  -2.077  0.035  1.521  0.6683
H  3.431  -2.569  2.980  0.0396
H  -4.521  3.548  -2.639  0.0420
C  2.194  -0.007  -3.281  -0.0284
C  -2.079  -0.057  -2.538  -0.0336
H  2.211  -3.845  2.793  0.0010
H  2.934  -3.615  0.510  0.0831
H  -2.369  0.493  -3.426  0.1102
H  -0.504  -2.904  -1.596  0.0978
C  2.058  -1.724  0.054  -0.2932
C  -1.383  -1.248  -2.685  -0.0183
H  -0.112  0.585  3.697  0.0270
C  3.285  2.057  2.613  -0.0678
C  1.683  0.244  2.554  -0.3368
C  1.217  2.248  3.817  -0.0725
H  -5.425  0.867  -0.336  0.0418
C  2.367  -2.802  3.056  -0.2464
C  -1.031  -1.961  -1.554  -0.1156
H  4.238  2.470  2.310  0.1096
C  1.859  -0.737  -0.965  -0.1892
H  -4.503  1.899  -3.251  0.0419
H  3.479  -2.337  -3.523  0.1190
C  1.164  0.480  -0.741  -0.0520
C  1.526  1.156  -3.030  -0.0658
C  3.086  -2.175  -2.527  -0.0179
H  -1.115  -1.622  -3.663  0.1214
C  2.909  0.796  2.175  -0.1138
Sb  -1.659  -5.285  2.082  0.6655
C  1.008  1.398  -1.740  -0.0625
N  -1.325  -1.489  -0.344  -0.1628
S  -0.068  -4.080  0.922  -0.0374
C  3.280  -3.098  -1.545  -0.0592
Si  -3.377  2.084  -1.039  0.5130
C  2.379  -0.974  -2.262  -0.1658
C  -1.966  -0.317  -0.224  -0.6762
C  -2.238  3.323  -0.231  -0.1636
Ge  1.409  -1.573  1.890  0.7945
H  3.578  0.248  1.518  0.1071
W  -1.356  -2.150  1.844  0.2305
C  2.436  2.786  3.433  -0.0722
H  2.056  -2.637  4.086  0.0180
H  -2.779  4.248  -0.020  0.0433
H  0.490  2.326  -1.535  0.0971
H  1.402  1.896  -3.810  0.1089
H  3.832  -4.007  -1.744  0.1104
H  2.605  -0.204  -4.264  0.1171
H  -1.401  3.576  -0.885  0.0246
H  -1.833  2.955  0.714  0.0174
H  2.725  3.772  3.774  0.1087
H  0.553  2.810  4.460  0.1083
S  -3.232  -3.633  1.605  -0.0679
C  0.844  0.983  3.381  -0.1482
C  2.761  -2.864  -0.252  -0.1419
C  -2.413  0.456  -1.277  -0.2141
H  -5.546  2.594  -0.014  0.0415
C  -4.871  1.736  0.025  -0.1734
H  0.768  0.697  0.243  0.0861
H  -4.619  1.568  1.072  0.0130
H  -3.054  2.911  -3.370  0.0385
S  -1.005  -1.984  3.916  0.2252

Its gap between HOMO and LUMO (alpha / beta) is 5.7 / 5.7 eV. The LUMO energy (alpha / beta) comes out at -5.09 / -5.10 eV. The relative energy (zero: lowest compared OMol25 entry of this formula, charge and spin) is 0.002 eV. The molecular weight comes out at 876.1 g mol⁻¹. As for the total charge: +1. Its electronic energy is -5290.05422 Eh. Its HOMO energy (alpha / beta) is -0.3953 / -0.3953 hartree.